(1)
This record from the OMol25 dataset describes C13H25InNO4PS2 as an isolated structure. The level of theory is ωB97M-V/def2-TZVPD.

Structure (XYZ):
```
47
Properties=species:S:1:pos:R:3:mulliken_spin:R:1
In -1.53273 1.38548 0.68417 0.6333
C -1.03392 -5.56208 -1.12015 -0.0005
C -1.10088 -4.07208 -1.33978 0.0020
O -1.24383 -3.44971 -0.04811 0.0043
P -0.89126 -1.87318 0.12153 0.0045
S -1.25393 -1.40175 2.00378 0.0538
S -1.67452 -0.80946 -1.35406 0.0189
O 0.68487 -1.83308 -0.18550 0.0017
C 1.64178 -2.42285 0.72445 0.0054
C 2.75031 -3.00361 -0.11854 0.0015
H -0.98650 -6.08476 -2.08406 0.0001
H -1.92119 -5.90569 -0.57797 0.0003
H -0.14851 -5.82907 -0.53205 0.0003
H -1.94889 -3.80140 -1.96435 0.0002
H -0.20081 -3.71251 -1.83564 -0.0012
H 1.18135 -3.18517 1.34527 -0.0031
H 2.01358 -1.63938 1.38386 -0.0005
H 2.36332 -3.78530 -0.78287 0.0000
H 3.51862 -3.44392 0.52881 -0.0003
H 3.21555 -2.22606 -0.73509 0.0003
N -4.19229 0.69033 0.32616 0.0946
C -5.15073 1.80679 0.39225 -0.0137
C -4.75669 2.81677 1.47170 0.0203
C -3.72624 3.82219 0.97932 0.0005
O -4.08210 5.00204 0.89415 0.0037
O -2.53157 3.36782 0.67308 0.0383
H -4.28149 0.11161 -0.48967 -0.0084
H -4.23381 0.08648 1.12964 -0.0184
H -6.16662 1.47459 0.56462 0.0028
H -5.14173 2.29735 -0.58022 -0.0015
H -4.34638 2.28211 2.33800 -0.0071
H -5.62839 3.37382 1.79403 0.0035
C 3.84057 2.74637 1.11452 -0.0001
C 3.18128 2.34092 -0.21057 0.0177
C 3.40689 3.45474 -1.24541 0.0001
C 3.81175 1.03707 -0.72231 0.0010
C 1.73113 2.13646 -0.00450 0.0129
C 0.53777 1.94106 0.18238 0.1320
H 4.91376 2.93034 0.96724 -0.0003
H 3.71995 1.95414 1.85801 0.0003
H 3.37846 3.65521 1.50962 0.0005
H 4.48246 3.63854 -1.38508 -0.0002
H 2.92924 4.38160 -0.91723 0.0003
H 2.97010 3.17300 -2.20737 0.0002
H 4.88719 1.17420 -0.89603 -0.0003
H 3.34023 0.72520 -1.65806 0.0002
H 3.67482 0.23481 0.00804 0.0005
```

Summary:
HOMO-LUMO gap (spin up / spin down), eV: 5.57 / 8.08
LUMO level (spin up / spin down), eV: 2.7 / 2.6
Net charge: -1
Multiplicity: 2
HOMO energy (spin up / spin down), eV: -2.890 / -5.464


(2)
This record from the OMol25 dataset describes the molecule C13H25NS3. The level of theory is ωB97M-V/def2-TZVPD.

Structure (XYZ):
```
42
Properties=species:S:1:pos:R:3:lowdin_charge:R:1
C 2.57725 -6.42892 -2.94651 -0.1243
C 1.58171 -5.83426 -1.97715 -0.3049
C 1.59009 -4.33945 -2.08440 -0.2784
C 0.51929 -3.73392 -1.24901 -0.2234
C 0.78791 -2.18702 -1.13419 -0.2015
C -0.31413 -1.46592 -0.32324 -0.2348
C -0.05967 0.04620 -0.33681 -0.2118
C -0.92945 0.71997 0.76981 -0.2174
C -0.92250 2.24854 0.59312 -0.1855
C -1.80167 2.93506 1.69891 -0.1840
N -1.54370 4.41169 1.70300 -0.1766
C -0.31830 4.91849 2.35485 -0.2433
C -0.47871 6.13123 3.29853 -0.5459
S -1.39690 7.52499 2.62741 0.5244
S -1.80178 6.91868 0.68889 0.5436
C -2.30339 5.26044 0.86434 -1.1720
S -3.61779 4.71235 0.00933 0.6063
H 2.24088 -6.22753 -3.96013 0.0670
H 3.56086 -5.96218 -2.78531 0.0766
H 2.61127 -7.53719 -2.80099 0.0818
H 0.57639 -6.21987 -2.21009 0.1183
H 1.78739 -6.15219 -0.98594 0.0957
H 1.42950 -4.05399 -3.16389 0.1355
H 2.58015 -3.91556 -1.78490 0.1282
H -0.47131 -3.94072 -1.66100 0.1185
H 0.56772 -4.16076 -0.25853 0.1085
H 0.82524 -1.74097 -2.10563 0.1008
H 1.74388 -1.97882 -0.62251 0.1146
H -0.41225 -1.83044 0.70262 0.1135
H -1.27249 -1.61460 -0.82303 0.1113
H -0.32591 0.48523 -1.33229 0.1271
H 1.01601 0.21960 -0.09724 0.1192
H -0.61973 0.46366 1.75150 0.0970
H -1.95816 0.41294 0.68862 0.1100
H 0.12005 2.68004 0.59153 0.1256
H -1.33608 2.48828 -0.39281 0.1009
H -2.82057 2.65252 1.56698 0.0739
H -1.53919 2.51760 2.65749 0.1085
H 0.43439 5.21035 1.62408 0.1102
H 0.11806 4.10796 2.99191 0.1353
H -0.94900 5.80139 4.24788 0.0803
H 0.52464 6.45711 3.60478 0.0712
```

Summary:
HOMO-LUMO gap, eV: 8.19
LUMO level, eV: 0.1
Relative energy (zero: lowest compared OMol25 entry of this formula, charge and spin), eV: 0.1576
SMILES: CCCCCCCCCCN1CCSSC1=S
HOMO energy, eV: -8.066


(3)
This record from the OMol25 dataset describes a 2-piece molecular cluster, C13H26BClN2O4P overall. The level of theory is ωB97M-V/def2-TZVPD.

Structure (XYZ):
```
48
Properties=species:S:1:pos:R:3:lowdin_charge:R:1
C 2.49374 2.52874 0.49668 0.0097
C 3.70683 1.61585 0.00448 -0.4163
O 4.73736 2.13298 -0.45601 0.0512
O 3.60247 0.19695 0.13962 -0.0882
C 3.74980 -0.45435 -1.14871 -0.1903
C 2.79771 -1.71979 -1.34922 -0.1686
C 1.89635 -2.04335 -0.04992 -0.2084
C 1.01208 -3.36608 -0.25301 -0.2359
C -0.55436 -3.12977 -0.03982 -0.2297
B -1.21655 -1.98973 -1.02041 -0.8387
C -2.37665 -1.17352 -0.13917 -0.1298
C -2.03407 0.39963 -0.07225 -0.3927
O -0.91173 0.75127 0.36389 -0.0023
N -3.11034 1.31264 -0.49997 -0.2005
C -2.65392 2.31371 -1.50887 -0.0987
C -3.82826 1.92380 0.65606 -0.0976
P -2.06340 -2.70466 -2.59623 0.5712
O -2.54546 -1.34532 -3.57516 -0.4415
Cl -3.89733 -3.69392 -2.08290 0.0478
H 1.86621 2.93821 -0.35867 0.0950
H 2.88475 3.44376 1.06478 0.0869
H 1.87714 1.87241 1.20128 0.0748
H 3.53862 0.29042 -1.99473 0.1290
H 4.84921 -0.74911 -1.27859 0.1248
H 2.15023 -1.64250 -2.29330 0.1140
H 3.47424 -2.63455 -1.51332 0.1085
H 1.29910 -1.13004 0.26394 0.1009
H 2.64457 -2.27268 0.79326 0.1082
H 1.34839 -4.15312 0.51564 0.0959
H 1.23415 -3.80689 -1.29238 0.1067
H -0.72954 -2.95537 1.07119 0.0899
H -1.07538 -4.12989 -0.29321 0.0850
H -0.41381 -1.15488 -1.34269 0.0633
H -3.40295 -1.27628 -0.64067 0.0619
H -2.41551 -1.52448 0.95322 0.1015
H -3.01176 3.37198 -1.30736 0.0735
H -3.11889 2.00349 -2.51511 0.0849
H -1.51261 2.23660 -1.59996 0.0894
H -4.87916 1.46601 0.69310 0.0869
H -3.86342 3.05714 0.64617 0.0777
H -3.30454 1.59221 1.61374 0.0850
H -1.80190 -0.70848 -3.54659 0.0204
C 0.34543 1.97479 4.06329 -0.0703
C 1.10134 3.22900 4.02099 -0.2854
N 1.69615 4.21282 3.98351 0.1176
H -0.42528 1.99721 4.83670 0.0783
H -0.15372 1.77459 3.11153 0.0708
H 0.99466 1.12256 4.27518 0.0845
```

Summary:
HOMO-LUMO gap, eV: 6.54
LUMO level, eV: 2.6
Net charge: -1
HOMO energy, eV: -3.982


(4)
This record from the OMol25 dataset describes C13H26Br12NO5P as an isolated structure. The level of theory is ωB97M-V/def2-TZVPD.

Structure (XYZ):
```
58
Properties=species:S:1:pos:R:3:lowdin_charge:R:1
C -17.97392 -14.46421 -10.47140 -0.3329
O -16.87000 -13.98376 -10.64850 -0.0502
N -18.37236 -15.65436 -10.94086 -0.1904
C -17.44594 -16.53910 -11.64600 -0.0320
C -19.66440 -16.23587 -10.63283 -0.0606
H -18.76119 -13.94778 -9.89876 0.1391
H -17.67064 -17.53881 -11.27128 0.0859
H -16.41902 -16.29559 -11.38744 0.0845
H -17.55779 -16.54143 -12.72927 0.0907
H -19.61770 -17.05110 -9.90841 0.0900
H -20.30416 -15.43616 -10.26028 0.0844
H -20.11233 -16.64124 -11.54126 0.0907
C -14.90062 -11.75245 -11.65629 -1.5171
Br -15.64576 -11.21725 -9.93605 0.6398
Br -13.09171 -12.48278 -11.56442 0.5499
Br -14.95283 -10.35127 -13.01959 0.5907
H -15.53331 -12.54825 -12.02552 -0.0547
C -9.60371 -11.91326 -11.90177 -1.5686
Br -10.42706 -10.20388 -12.42857 0.5078
Br -9.68734 -12.15557 -9.96924 0.5871
Br -7.81802 -12.02717 -12.71846 0.5555
H -10.20339 -12.69375 -12.34970 -0.0830
C -15.19536 -9.05962 -16.43231 -1.5967
Br -13.36002 -8.67702 -15.85357 0.5163
Br -15.24270 -9.32421 -18.37114 0.5390
Br -16.39393 -7.63315 -15.88601 0.5594
H -15.51431 -9.95553 -15.91857 -0.0764
C -13.80068 -13.21697 -15.21982 -1.5931
Br -14.18388 -14.96545 -14.45663 0.5602
Br -14.40694 -13.10916 -17.06331 0.5721
Br -11.94905 -12.63595 -14.95686 0.5381
H -14.42589 -12.49536 -14.71522 -0.1103
C -15.37712 -9.22762 -6.60218 -0.0858
C -15.24303 -7.79933 -6.06684 -0.2551
O -13.93558 -7.25727 -6.19848 -0.1867
P -12.69327 -7.97885 -5.46881 0.4070
O -12.97982 -8.94258 -4.39683 -0.2204
O -11.85816 -6.71487 -4.98280 -0.1845
C -10.64265 -6.88363 -4.25026 -0.2639
C -10.96778 -6.83889 -2.76346 -0.0779
O -11.82805 -8.58338 -6.66728 -0.1851
C -11.72935 -7.84556 -7.92894 -0.2356
C -11.34152 -8.85439 -8.98730 -0.0848
H -16.33252 -9.74345 -6.49918 0.0780
H -15.03175 -9.39435 -7.62674 0.0285
H -14.71276 -9.86829 -6.01059 0.0665
H -15.94076 -7.13461 -6.57243 0.1158
H -15.51350 -7.80301 -5.00855 0.1168
H -10.12614 -7.82580 -4.45839 0.1176
H -9.95080 -6.11226 -4.58269 0.1166
H -10.08695 -6.86982 -2.11765 0.0757
H -11.51688 -5.92507 -2.52661 0.0776
H -11.60751 -7.66003 -2.44460 0.0688
H -12.72357 -7.45420 -8.13044 0.1050
H -11.04883 -7.00603 -7.76671 0.1198
H -10.66546 -9.64090 -8.68065 0.0371
H -12.31022 -9.22675 -9.33091 0.0740
H -10.95928 -8.33280 -9.86942 0.0597
```

Summary:
HOMO-LUMO gap, eV: 9.44
LUMO level, eV: -0.4
HOMO energy, eV: -9.850


(5)
This record from the OMol25 dataset describes C13H26Cl2O6S as an isolated structure. The level of theory is ωB97M-V/def2-TZVPD.

Structure (XYZ):
```
48
Properties=species:S:1:pos:R:3:lowdin_charge:R:1
C -1.65518 -3.14350 -1.47812 -0.1176
C -0.86024 -2.35842 -0.33015 -0.5833
Cl -0.09546 -3.44818 0.93504 0.6011
C -0.74892 -0.95767 -0.27877 -0.5290
Cl -1.48525 0.08266 -1.59224 0.6384
C 0.00169 -0.21981 0.89516 -0.3422
C -1.11877 0.76693 1.56108 -0.1698
O -0.52687 2.06356 1.91597 -0.1988
S 1.09757 1.61501 2.02044 0.8057
O 1.12588 0.87782 3.31976 -0.2762
O 2.12824 2.68445 2.09897 -0.2626
O 1.08888 0.69494 0.59771 -0.1737
H -1.06335 -4.03491 -1.86551 0.0892
H -2.57652 -3.57420 -0.94546 0.0966
H -2.01176 -2.46610 -2.30969 0.0456
H 0.37310 -0.91948 1.70236 0.1189
H -1.48434 0.11196 2.42513 0.1448
H -2.06096 0.96775 0.96874 0.1185
C 3.46281 4.51304 4.56542 -0.0733
C 4.46923 5.30049 3.74395 -0.2740
O 5.44056 5.97805 4.53049 -0.1638
C 6.25877 5.16417 5.35772 -0.2839
C 7.07495 4.14120 4.58636 -0.0835
H 2.94555 5.17180 5.26966 0.0838
H 2.72309 4.04521 3.91334 0.0486
H 3.94024 3.72319 5.14789 0.0695
H 3.93750 6.06934 3.17881 0.1192
H 4.96064 4.65936 3.00533 0.1059
H 5.65185 4.68159 6.13113 0.1044
H 6.94131 5.84039 5.87972 0.1168
H 6.44138 3.43282 4.04948 0.0648
H 7.71178 3.57209 5.26765 0.0755
H 7.70933 4.63791 3.84748 0.0809
C -5.51759 -5.62655 -5.16569 -0.0799
C -5.36355 -4.45084 -4.21556 -0.2786
O -4.02975 -3.97033 -4.11769 -0.1764
C -3.43958 -3.49751 -5.32111 -0.2803
C -4.19032 -2.33655 -5.95020 -0.0784
H -4.86908 -6.45260 -4.85950 0.0828
H -6.55282 -5.97622 -5.17336 0.0785
H -5.24781 -5.36197 -6.18939 0.0650
H -5.65216 -4.76996 -3.21149 0.1179
H -6.04096 -3.63500 -4.48663 0.1059
H -3.32077 -4.32157 -6.03228 0.1067
H -2.42986 -3.16668 -5.06211 0.1139
H -5.20661 -2.61328 -6.23640 0.0661
H -3.67170 -1.99099 -6.84726 0.0789
H -4.26417 -1.50343 -5.24619 0.0815
```

Summary:
HOMO-LUMO gap, eV: 9.30
LUMO level, eV: 0.0
Relative energy (zero: lowest compared OMol25 entry of this formula, charge and spin), eV: 2.6310
HOMO energy, eV: -9.286


E across the listed records, respectively: -2194.05454, -1759.63857, -1747.80314, -32171.46487, -2280.77712 hartree.